Record 1
{"formula": "C2H4ClO4S", "method": "the ωB97M-V functional and the def2-TZVPD basis", "fmax_ev_per_a": 3.84, "multiplicity": 1, "molar_mass_g_mol": 159.6, "charge": -1, "elements": ["C", "C", "O", "O", "O", "O", "S", "Cl", "H", "H", "H", "H"], "xyz": [[0.2618, -0.6674, 0.4400], [-1.7213, -0.5806, -0.7036], [-2.1443, 1.1382, 1.5902], [-1.1719, 2.0066, -0.5765], [-3.5130, 1.3388, -0.2935], [-1.6726, -0.5308, -1.9592], [-2.2604, 0.9554, 0.1736], [-2.4964, -1.9638, 0.1765], [-0.1922, -1.3498, 1.1522], [1.1027, -0.9340, -0.2981], [0.1978, 0.3039, 0.8112], [-0.5055, 1.3801, -0.8821]]}

***

Record 2
{"formula": "C27H73NO10", "method": "the ωB97M-V functional and the def2-TZVPD basis", "fmax_ev_per_a": 3.44, "multiplicity": 2, "molar_mass_g_mol": 571.9, "charge": -1, "elements": ["C", "C", "O", "H", "H", "H", "H", "H", "H", "C", "C", "O", "H", "H", "H", "H", "H", "H", "C", "C", "O", "H", "H", "H", "H", "H", "H", "C", "C", "O", "H", "H", "H", "H", "H", "H", "C", "C", "O", "H", "H", "H", "H", "H", "H", "C", "C", "O", "H", "H", "H", "H", "H", "H", "C", "C", "O", "H", "H", "H", "H", "H", "H", "C", "C", "O", "H", "H", "H", "H", "H", "H", "C", "C", "O", "H", "H", "H", "H", "H", "H", "C", "C", "C", "C", "C", "C", "N", "O", "C", "C", "C", "H", "H", "H", "H", "H", "H", "H", "H", "H", "H", "H", "H", "H", "H", "H", "H", "H", "H", "H"], "xyz": [[0.8056, -0.6016, -0.5082], [0.0480, -0.5989, 0.8393], [-0.7018, 0.5113, 1.0964], [1.7335, -0.0345, -0.5824], [0.2049, -0.1786, -1.3134], [0.9682, -1.6487, -0.7634], [0.7944, -0.7491, 1.6194], [-0.5936, -1.4643, 1.0053], [-0.8580, 0.5293, 2.0434], [-4.1083, -0.9165, -2.0613], [-3.4395, -1.4477, -0.7684], [-4.4072, -2.3881, -0.3000], [-3.9441, -1.6430, -2.8571], [-3.5496, -0.0245, -2.3449], [-5.1653, -0.7172, -1.8850], [-3.3445, -0.7249, 0.0420], [-2.5002, -1.9423, -1.0160], [-3.9450, -3.0326, 0.2408], [4.9356, 0.9490, -2.2428], [5.1533, -0.5013, -2.6343], [6.3040, -0.6853, -3.3902], [5.7560, 1.3079, -1.6213], [4.0259, 0.9415, -1.6424], [4.7626, 1.6947, -3.0187], [4.2757, -0.9542, -3.0957], [5.2763, -1.0667, -1.7106], [6.2799, -1.6079, -3.6546], [-3.3091, 0.0519, 3.4295], [-2.2837, 0.0587, 4.5291], [-1.0596, 0.5057, 4.0107], [-3.4732, 1.0816, 3.1119], [-4.2405, -0.4426, 3.7053], [-2.9230, -0.4873, 2.5644], [-2.1704, -0.9572, 4.9075], [-2.6209, 0.7012, 5.3425], [-1.0763, 1.4654, 3.9974], [0.8310, -5.1262, -2.3151], [-0.1723, -4.5677, -1.3552], [-1.1550, -5.6192, -1.1218], [0.3591, -5.2518, -3.2896], [1.1978, -6.0906, -1.9637], [1.6659, -4.4341, -2.4246], [-0.7299, -3.6702, -1.6231], [0.2614, -4.3550, -0.3780], [-1.8795, -5.4764, -1.7352], [2.3877, -3.5601, 5.3388], [1.5310, -2.7380, 4.2589], [2.0660, -3.0703, 3.0084], [3.4501, -3.3344, 5.2469], [2.2974, -4.6361, 5.1901], [2.0507, -3.3429, 6.3524], [1.7609, -1.6986, 4.4933], [0.4679, -2.9285, 4.4059], [1.7773, -3.9625, 2.8030], [0.5498, -1.9333, -3.9622], [-0.4887, -0.8394, -4.0707], [-0.8882, -0.7817, -5.3898], [0.7302, -2.2800, -2.9447], [1.4941, -1.6659, -4.4364], [0.1261, -2.7645, -4.5258], [-0.1127, 0.1474, -3.8003], [-1.4215, -1.0832, -3.5623], [-1.5120, -1.4986, -5.5253], [3.5674, 0.3100, 2.0736], [4.2189, -1.0146, 1.8267], [4.2370, -1.5886, 3.1246], [2.5882, 0.3171, 2.5524], [3.5606, 0.8816, 1.1455], [4.2554, 0.9039, 2.6752], [5.1561, -0.7755, 1.3242], [3.6647, -1.7848, 1.2902], [3.3599, -1.9420, 3.2901], [-2.2959, -3.5935, 2.5894], [-3.6914, -3.7609, 3.1041], [-4.4991, -4.2122, 2.0980], [-1.8539, -4.4776, 2.1300], [-1.6439, -3.3204, 3.4192], [-2.2043, -2.8009, 1.8467], [-4.0726, -2.8464, 3.5584], [-3.6330, -4.5719, 3.8300], [-5.3608, -3.9373, 2.4197], [-2.6773, 4.7372, -1.2289], [-1.4594, 3.9368, -1.6283], [-0.9350, 4.5739, -2.9552], [-0.2844, 5.9404, -2.8266], [0.8696, 5.8073, -1.8837], [0.5992, 5.0468, -0.4747], [-0.4019, 3.9568, -0.5954], [-0.6875, 3.4542, 0.6609], [1.9021, 4.4845, 0.1015], [0.0755, 6.1828, 0.4164], [-1.8931, 2.4518, -1.9065], [-3.2024, 4.3033, -0.3780], [-3.4094, 4.7150, -2.0361], [-2.4888, 5.7987, -1.0683], [-0.2665, 3.8891, -3.4769], [-1.7197, 4.5524, -3.7114], [-1.0171, 6.6410, -2.4262], [0.0797, 6.2186, -3.8156], [1.2656, 6.7811, -1.5955], [1.6443, 5.2529, -2.4133], [2.1658, 3.4790, -0.2264], [2.7477, 5.0883, -0.2280], [1.9763, 4.3770, 1.1837], [-0.8933, 6.5258, 0.0534], [-0.1903, 5.8546, 1.4212], [0.7922, 6.9918, 0.5572], [-2.3715, 2.2579, -2.8665], [-2.4957, 2.0190, -1.1080], [-0.9658, 1.9124, -2.0993], [-0.3675, 2.5620, 0.5084]]}

***

Record 3
{"formula": "C39H37CoGeN4O", "method": "the ωB97M-V functional and the def2-TZVPD basis", "fmax_ev_per_a": 1.59, "multiplicity": 4, "molar_mass_g_mol": 709.3, "charge": -1, "elements": ["Co", "C", "C", "O", "N", "C", "C", "C", "C", "C", "C", "N", "H", "H", "H", "H", "H", "H", "H", "H", "H", "H", "C", "N", "C", "C", "C", "C", "C", "N", "C", "C", "C", "C", "C", "C", "H", "H", "H", "H", "H", "H", "H", "H", "H", "H", "H", "C", "Ge", "C", "C", "C", "C", "C", "C", "C", "C", "C", "C", "C", "C", "C", "C", "C", "C", "C", "C", "H", "H", "H", "H", "H", "H", "H", "H", "H", "H", "H", "H", "H", "H", "H", "H"], "xyz": [[0.4134, -0.4212, -0.2184], [0.7945, 3.7183, -1.3027], [0.1821, 2.5063, -0.6521], [0.1875, 1.4183, -1.2132], [-0.3177, 2.6757, 0.5919], [-1.0276, 1.5746, 1.2874], [-2.3887, 1.3989, 0.6800], [-3.4079, 2.2449, 1.0339], [-4.5572, 2.4018, 0.2456], [-4.5389, 1.7579, -1.0183], [-3.5308, 0.9072, -1.3398], [-2.5169, 0.5641, -0.4465], [1.8650, 3.5465, -1.4197], [0.6300, 4.6282, -0.7251], [0.3708, 3.8412, -2.2986], [-0.5770, 3.6121, 0.8507], [-1.0989, 1.8335, 2.3422], [-0.4100, 0.6679, 1.1897], [-3.2894, 2.8277, 1.9443], [-5.3698, 3.0494, 0.5447], [-5.3128, 1.9503, -1.7519], [-3.4780, 0.4281, -2.3041], [3.3170, 1.1836, 0.1541], [2.5087, -0.0254, 0.1774], [3.1478, -1.1462, 0.1243], [2.4351, -2.3788, 0.1350], [2.8676, -3.7109, 0.1994], [1.7086, -4.4814, 0.3224], [0.6335, -3.5728, 0.3177], [1.0604, -2.3101, 0.1927], [3.9280, 1.4959, -1.2026], [3.2422, 1.1934, -2.3796], [3.8149, 1.4579, -3.6162], [5.0802, 2.0276, -3.6996], [5.7678, 2.3315, -2.5337], [5.1939, 2.0633, -1.2961], [4.1301, 1.1242, 0.8872], [2.6760, 2.0163, 0.4591], [4.2430, -1.1642, 0.0896], [3.8898, -4.0645, 0.1559], [1.6371, -5.5580, 0.3946], [-0.4147, -3.7982, 0.4328], [2.2597, 0.7402, -2.3163], [3.2712, 1.2104, -4.5206], [5.5283, 2.2275, -4.6651], [6.7583, 2.7678, -2.5859], [5.7425, 2.3004, -0.3898], [-1.6994, -0.6303, -0.5975], [-3.0157, -2.2365, -0.0154], [-2.5664, -4.1247, -0.4833], [-2.1503, -4.3736, -1.7941], [-1.6954, -5.6231, -2.1904], [-1.6429, -6.6696, -1.2781], [-2.0479, -6.4469, 0.0298], [-2.4923, -5.1868, 0.4203], [-4.0002, -2.0779, 1.7069], [-4.5332, -0.8050, 1.9391], [-5.1673, -0.4819, 3.1304], [-5.2929, -1.4364, 4.1324], [-4.7807, -2.7085, 3.9225], [-4.1360, -3.0193, 2.7283], [-4.5714, -2.0945, -1.2908], [-5.8914, -2.2507, -0.8560], [-6.9559, -2.2858, -1.7520], [-6.7256, -2.1590, -3.1154], [-5.4240, -1.9884, -3.5718], [-4.3682, -1.9629, -2.6682], [-1.7738, -0.9413, -1.6501], [-2.1571, -3.5683, -2.5202], [-1.3626, -5.7785, -3.2103], [-1.2745, -7.6431, -1.5798], [-2.0014, -7.2504, 0.7566], [-2.7533, -5.0359, 1.4574], [-4.4689, -0.0541, 1.1633], [-5.5596, 0.5186, 3.2758], [-5.7927, -1.1933, 5.0628], [-4.8807, -3.4657, 4.6914], [-3.7599, -4.0243, 2.6051], [-6.0898, -2.3400, 0.2065], [-7.9698, -2.4102, -1.3863], [-7.5540, -2.1807, -3.8144], [-5.2325, -1.8833, -4.6343], [-3.3608, -1.8228, -3.0507]]}

***

Record 4
{"formula": "C15H15N5O3S", "method": "the ωB97M-V functional and the def2-TZVPD basis", "fmax_ev_per_a": 3.12, "multiplicity": 1, "molar_mass_g_mol": 345.4, "charge": 0, "elements": ["C", "S", "C", "C", "C", "C", "C", "C", "C", "N", "C", "C", "H", "H", "H", "H", "H", "H", "H", "H", "H", "H", "H", "C", "O", "C", "N", "C", "N", "O", "N", "O", "C", "C", "N", "H", "H", "H", "H"], "xyz": [[-4.4234, 1.2254, -0.9295], [-2.6568, 1.2385, -0.4898], [-2.4847, 2.9100, 0.2407], [-2.6571, 0.2788, 0.9270], [-1.6630, -0.6915, 1.1862], [-1.3296, -1.0538, 2.5230], [-0.4684, -2.1084, 2.7596], [0.0878, -2.8281, 1.6912], [0.9562, -3.9400, 1.9552], [1.6711, -4.8384, 2.1875], [-0.2172, -2.4655, 0.3674], [-1.0503, -1.3924, 0.1101], [-4.6010, 0.2907, -1.4762], [-5.0190, 1.2613, -0.0119], [-4.6200, 2.0933, -1.5667], [-1.4040, 3.0815, 0.2804], [-2.9586, 3.6453, -0.4138], [-2.9137, 2.9232, 1.2465], [-3.2727, 0.6863, 1.7363], [-1.7736, -0.4857, 3.3430], [-0.2212, -2.4012, 3.7818], [0.2067, -3.0422, -0.4562], [-1.3045, -1.1175, -0.9178], [-6.4460, -2.7063, 4.1220], [-6.0210, -3.8277, 3.3093], [-5.4876, -3.4908, 2.1337], [-5.3478, -4.4887, 1.2501], [-5.0117, -4.0966, 0.0310], [-5.2450, -4.7675, -1.1505], [-4.9888, -3.8422, -2.1373], [-4.5466, -2.5545, -1.5473], [-4.2121, -1.6638, -2.3106], [-4.5632, -2.7354, -0.1941], [-4.7141, -1.7846, 0.8106], [-5.1865, -2.1943, 1.9845], [-6.7208, -3.1620, 5.0701], [-5.6412, -1.9766, 4.2416], [-7.3158, -2.2194, 3.6683], [-4.4456, -0.7511, 0.6155]]}

***

Relative energy (zero: lowest compared OMol25 entry of this formula, charge and spin) values, unit eV, following the record order: 2.914, 3.744, 0.605, 7.476.